ORCA calculation (ωB97M-V/def2-TZVPD) on a molecular structure, C10H27N2P.

Values from the calculation:
Frontier orbital gap (Ha): 0.32487
Charge: +2
Largest force on an atom (Eh/bohr): 0.1074
Spin multiplicity: 1
E (Ha): -847.3302

Cartesian coordinates (Å):
C 1.43 -1.53 1.54
C 0.26 -2.81 -0.40
C 2.22 -1.48 -0.85
C 2.60 3.24 1.00
C 1.61 2.72 -1.22
C -3.51 0.33 -1.10
C -3.40 -2.10 -0.76
C 0.60 1.87 0.78
C -1.84 -0.71 0.64
C 0.94 -1.56 0.07
N 1.81 2.28 0.15
N -3.16 -0.74 -0.10
P -0.21 -0.08 -0.25
H 1.75 -2.57 1.63
H 2.22 -0.69 1.79
H 0.65 -1.16 2.29
H 1.06 -3.59 -0.34
H -0.08 -2.80 -1.50
H -0.69 -3.12 0.16
H 3.05 -0.93 -0.50
H 2.67 -2.51 -0.95
H 1.91 -1.23 -1.95
H 1.92 4.12 1.25
H 2.89 2.54 1.86
H 3.47 3.65 0.47
H 1.08 3.73 -1.30
H 2.53 2.85 -1.64
H 1.06 1.88 -1.85
H -4.47 0.87 -0.81
H -2.74 1.06 -1.06
H -3.64 -0.09 -2.23
H -2.53 -2.29 -1.51
H -3.32 -3.01 -0.06
H -4.35 -2.00 -1.42
H 0.54 1.58 1.87
H -0.16 2.59 0.70
H -2.01 0.05 1.40
H -1.65 -1.66 1.09
H 2.34 1.44 -0.02
H -3.86 -0.66 0.68